Run one
Density functional theory data (ωB97M-V/def2-TZVPD) for a structure of composition C26H30AuN5SSe2.

Cartesian coordinates (Å):
Au1 -1.14227 0.63301 -0.58552
Se1 -3.03138 1.64448 -2.13856
Se2 -3.83551 -0.56535 -1.88677
C1 -2.17105 -1.42888 -2.36401
C2 -2.24093 -2.48566 -3.24953
C3 -1.07798 -3.19454 -3.54057
C4 0.11693 -2.80348 -2.96034
C5 0.12002 -1.71998 -2.10196
N1 -1.00245 -1.05459 -1.79308
C6 -3.18642 2.48119 -0.38868
C7 -4.18798 3.34122 -0.01851
C8 -4.05702 3.97333 1.22153
C9 -2.93983 3.72510 2.00074
C10 -1.97284 2.83779 1.54742
N2 -2.10203 2.22509 0.36757
H1 -3.18004 -2.74495 -3.71995
H2 -1.11260 -4.02633 -4.23262
H3 1.04388 -3.31551 -3.17684
H4 1.03001 -1.37073 -1.63394
H5 -5.03747 3.52769 -0.66231
H6 -4.82284 4.65903 1.56142
H7 -2.80942 4.21087 2.95801
H8 -1.08403 2.61760 2.12234
N3 -0.52419 -0.84035 1.66969
S1 -0.87027 -2.38063 2.00792
C11 0.25440 -3.36644 1.08716
C12 1.57698 -2.95889 0.91597
C13 2.44418 -3.82832 0.27613
C14 1.99062 -5.06891 -0.16743
C15 0.66661 -5.45351 0.01426
C16 -0.22253 -4.59830 0.64667
C17 -0.76655 -2.75840 3.71556
C18 0.39388 -3.30849 4.26176
C19 0.39261 -3.59413 5.61421
C20 -0.74294 -3.34595 6.38346
C21 -1.89441 -2.81243 5.81484
C22 -1.92316 -2.52124 4.46228
H9 -0.62050 -0.30243 2.53761
H10 1.92158 -2.00831 1.30275
H11 3.48379 -3.55578 0.15161
H12 2.68372 -5.75102 -0.64268
H13 0.33042 -6.42588 -0.31965
H14 -1.25123 -4.89467 0.81272
H15 1.26443 -3.51526 3.65408
H16 1.27567 -4.01864 6.07191
H17 -0.73271 -3.58744 7.43821
H18 -2.77510 -2.64772 6.42000
H19 -2.82657 -2.14598 3.99697
N4 3.22942 5.45254 -3.18110
C23 2.72365 4.34212 -4.06417
C24 1.57015 3.61773 -3.37502
N5 1.88757 3.11215 -2.03731
C25 2.39996 4.20308 -1.20381
C26 3.58624 4.95001 -1.80654
H20 2.52159 6.18805 -3.10840
H21 4.04647 5.89315 -3.61186
H22 3.57056 3.67844 -4.23796
H23 2.42120 4.77954 -5.01420
H24 1.26257 2.79655 -4.02136
H25 0.71508 4.29528 -3.28949
H26 2.59683 2.38875 -2.11307
H27 2.71227 3.81559 -0.23494
H28 1.58104 4.90462 -1.01853
H29 4.45109 4.29886 -1.93299
H30 3.87884 5.80629 -1.20114

Results
HOMO (alpha / beta)	-0.6958 / -0.6953	Eh
⟨S²⟩	2.0172
frontier orbital gap (alpha / beta)	0.2753 / 0.1998	Ha
net charge	+4
2S+1	3

These are the Löwdin partial charges, in e, on atoms 1 to 5:
1 Au 0.90
2 Se 0.85
3 Se 0.81
4 C -0.64
5 C -0.05

***

Run two
Density functional theory data (ωB97M-V/def2-TZVPD) for a structure of composition C26H30AuN5SSe2.

Cartesian coordinates (Å):
Au1 -4.09187 0.23173 0.73693
Se1 -5.60335 1.68833 -0.87691
Se2 -7.18388 0.14885 0.01187
C1 -6.14627 -1.42468 -0.41823
C2 -6.79322 -2.46794 -1.04359
C3 -6.09535 -3.65517 -1.26063
C4 -4.76954 -3.74221 -0.87967
C5 -4.17027 -2.64732 -0.28177
N1 -4.84837 -1.51910 -0.03512
C6 -5.03545 2.81441 0.60870
C7 -5.43898 4.10748 0.81087
C8 -4.80592 4.81357 1.83831
C9 -3.81405 4.20123 2.58222
C10 -3.46497 2.88470 2.30970
N2 -4.07467 2.21035 1.33260
H1 -7.81947 -2.36070 -1.36681
H2 -6.58875 -4.48950 -1.74156
H3 -4.19014 -4.63906 -1.04536
H4 -3.13184 -2.66376 0.01876
H5 -6.20583 4.56218 0.19850
H6 -5.09061 5.83765 2.04143
H7 -3.30556 4.72886 3.37679
H8 -2.70093 2.36298 2.86826
N3 0.00414 -6.54856 9.27627
S1 0.02840 -7.92506 10.11854
C11 1.26663 -8.91467 9.34776
C12 2.31425 -8.33281 8.64535
C13 3.27942 -9.17058 8.11180
C14 3.18834 -10.54609 8.28914
C15 2.12864 -11.10453 8.99192
C16 1.14676 -10.28699 9.52671
C17 0.52661 -7.64309 11.79442
C18 1.86054 -7.40398 12.10784
C19 2.18403 -7.17841 13.43374
C20 1.19181 -7.19975 14.40945
C21 -0.13210 -7.44753 14.07536
C22 -0.47928 -7.67789 12.75288
H9 -0.30554 -5.79663 9.90120
H10 2.36684 -7.26100 8.51220
H11 4.10787 -8.74781 7.56047
H12 3.95101 -11.18992 7.87252
H13 2.06129 -12.17585 9.11911
H14 0.31165 -10.71005 10.07104
H15 2.62537 -7.41045 11.34246
H16 3.21276 -6.99264 13.70972
H17 1.45852 -7.03022 15.44387
H18 -0.89306 -7.47493 14.84264
H19 -1.50445 -7.89083 12.47771
N4 4.84009 12.51939 -17.57502
C23 3.82846 11.40130 -17.63767
C24 3.35012 11.09531 -16.22110
N5 4.42671 10.81647 -15.29608
C25 5.43198 11.85707 -15.27542
C26 5.99082 12.19248 -16.65459
H20 4.37744 13.36789 -17.23974
H21 5.18848 12.72995 -18.51088
H22 4.34040 10.55041 -18.08582
H23 3.02104 11.72313 -18.29341
H24 2.66090 10.25362 -16.25923
H25 2.77958 11.95172 -15.84425
H26 4.82138 9.89364 -15.42081
H27 6.25747 11.56935 -14.62672
H28 4.98939 12.75931 -14.83840
H29 6.50744 11.34299 -17.10007
H30 6.65713 13.05338 -16.64018

Results
HOMO (alpha / beta)	-0.5572 / -0.5572	Eh
⟨S²⟩	2.0157
frontier orbital gap (alpha / beta)	0.1920 / 0.1135	Ha
net charge	+4
2S+1	3

These are the Löwdin partial charges, in e, on atoms 1 to 5:
1 Au 0.94
2 Se 0.88
3 Se 0.81
4 C -0.65
5 C -0.06

***

It is run one that is the least stable of them.

***

Run one
Density functional theory data (ωB97M-V/def2-TZVPD) for a cluster of 2 separate species, C20H24N4O3S in total.

Cartesian coordinates (Å):
C1 -3.09630 0.12734 4.78181
N1 -2.00305 -0.03259 3.82359
C2 -2.07208 -0.83975 2.75590
O1 -3.05664 -1.53608 2.53259
C3 -0.87050 -0.86460 1.79374
C4 -1.23367 -0.23510 0.43723
C5 -1.70435 1.19311 0.42322
C6 -1.47534 2.13778 1.36777
N2 -2.05776 3.33064 0.98926
C7 -2.66261 3.23061 -0.24299
C8 -3.35376 4.15086 -1.04330
C9 -3.84436 3.73353 -2.29164
C10 -3.63557 2.41000 -2.71958
C11 -2.94260 1.49339 -1.90377
C12 -2.44066 1.87793 -0.64054
N3 -0.40002 -2.23618 1.55968
C13 0.35241 -2.98578 2.36221
C14 0.80853 -2.44205 3.70215
O2 0.69691 -4.10329 2.01502
H1 -3.95465 0.58492 4.28475
H2 -2.78427 0.75453 5.61760
H3 -3.40292 -0.85069 5.15988
H4 -1.15980 0.49365 3.97738
H5 -0.06023 -0.28052 2.22559
H6 -2.01578 -0.84362 -0.02081
H7 -0.35894 -0.29006 -0.21225
H8 -0.91574 1.99021 2.28001
H9 -2.02150 4.17407 1.54336
H10 -3.50432 5.16476 -0.70590
H11 -4.38237 4.42707 -2.92356
H12 -4.01933 2.09231 -3.67935
H13 -2.79648 0.47811 -2.24072
H14 -0.73814 -2.70612 0.73520
H15 1.42261 -1.55722 3.55170
H16 -0.06014 -2.21225 4.31535
H17 1.40066 -3.20809 4.20167
C15 5.81685 0.08667 -5.34579
C16 5.48585 -0.54284 -4.00492
O3 6.40632 -0.96359 -3.32238
N4 4.15576 -0.63485 -3.63547
C17 3.65469 -1.18001 -2.45179
C18 2.32513 -1.49321 -2.32968
C19 2.00160 -2.09433 -1.04428
C20 3.09086 -2.18870 -0.21940
S1 4.54456 -1.55916 -0.97587
H18 5.41150 1.10010 -5.39209
H19 6.90125 0.13608 -5.48127
H20 5.38884 -0.50880 -6.15592
H21 3.48118 -0.33668 -4.32975
H22 1.59327 -1.34295 -3.11611
H23 1.01613 -2.46231 -0.77798
H24 3.06896 -2.63623 0.77045

Results
structure (SMILES)	CNC(=O)[C@H](Cc1c[nH]c2ccccc12)NC(C)=O.CC(=O)Nc1cccs1
HOMO	-0.3001	Eh
frontier orbital gap	0.3102	Ha
net charge	0

These are the Löwdin partial charges, in e, on atoms 1 to 5:
1 C -0.05
2 N 0.02
3 C -0.47
4 O 0.07
5 C -0.22

***

Run two
Density functional theory data (ωB97M-V/def2-TZVPD) for an isolated molecule of C20H24N4O3S.

Cartesian coordinates (Å):
C1 5.01921 4.06223 0.45188
O1 5.69628 2.97191 -0.12401
C2 5.04785 1.77816 -0.21270
C3 5.80279 0.74629 -0.81225
C4 5.30221 -0.51939 -0.98009
C5 4.00618 -0.77308 -0.53716
N1 3.26998 -1.92071 -0.57122
C6 2.04639 -1.66847 -0.01137
C7 0.94480 -2.57511 0.16428
O2 0.93718 -3.75044 -0.14307
N2 -0.17303 -1.96593 0.75453
C8 -1.35096 -2.81521 0.87008
C9 -2.00554 -3.07024 -0.49264
C10 -2.37732 -1.80028 -1.25408
C11 -3.51828 -1.02321 -0.60578
C12 -3.71547 0.32062 -1.28426
O3 -3.13657 0.64818 -2.30545
N3 -4.59047 1.14393 -0.67283
C13 -5.24554 0.91916 0.60076
C14 -6.13384 2.14961 0.78454
C15 -5.36062 3.23951 0.04510
C16 -4.82679 2.48935 -1.16959
C17 -0.21850 -0.67576 1.21141
S1 -1.48712 -0.02243 2.04765
N4 0.86179 0.12303 0.99950
C18 1.99229 -0.34393 0.39163
C19 3.23714 0.25510 0.06713
C20 3.76230 1.54170 0.23049
H1 5.71732 4.89659 0.41316
H2 4.11752 4.31908 -0.11350
H3 4.75176 3.86351 1.49493
H4 6.80028 0.99409 -1.13757
H5 5.89336 -1.29523 -1.44055
H6 3.54840 -2.81059 -0.94829
H7 -1.02548 -3.77140 1.28823
H8 -2.04290 -2.33650 1.56218
H9 -1.31385 -3.65816 -1.09754
H10 -2.89849 -3.67395 -0.32088
H11 -1.50860 -1.14326 -1.33565
H12 -2.66531 -2.06487 -2.27259
H13 -4.44919 -1.59253 -0.66398
H14 -3.30178 -0.83961 0.44676
H15 -4.50088 0.85465 1.40418
H16 -5.82324 -0.00902 0.58938
H17 -7.10044 1.98968 0.30508
H18 -6.29841 2.38282 1.83429
H19 -4.53364 3.59267 0.66191
H20 -5.98307 4.08795 -0.23032
H21 -5.56799 2.46129 -1.97735
H22 -3.89905 2.89886 -1.57341
H23 0.79414 1.07273 1.33790
H24 3.16264 2.31073 0.68975

Results
structure (SMILES)	COc1ccc2[nH]c3c(=O)n(CCCCC(=O)N4CCCC4)c(=S)[nH]c3c2c1
HOMO	-0.2905	Eh
frontier orbital gap	0.2952	Ha
net charge	0

These are the Löwdin partial charges, in e, on atoms 1 to 5:
1 C -0.09
2 O -0.09
3 C -0.28
4 C 0.01
5 C 0.00

***

It is run one that is the least stable of them.

***

Run one
Density functional theory data (ωB97M-V/def2-TZVPD) for a cluster of 2 separate species, C3H9N4 in total.

Cartesian coordinates (Å):
C1 -1.04386 -0.35082 0.08407
C2 0.53361 1.59501 0.56039
C3 0.12081 0.21994 0.78427
N1 2.38161 -0.72720 -0.76596
N2 1.49999 -1.29404 -0.29029
N3 -1.70602 -1.42747 0.56028
N4 -1.19185 -0.01696 -1.16854
H1 1.09251 2.08825 1.37316
H2 1.26604 1.73219 -0.32334
H3 -0.16798 2.34440 0.36841
H4 0.19369 -0.19960 1.75860
H5 3.30534 -0.61088 -1.12824
H6 -1.56701 -1.61250 1.59329
H7 -2.07589 -2.11590 -0.07719
H8 -0.64208 0.61147 -1.69000
H9 -1.99891 -0.23589 -1.63889

Results
HOMO (alpha / beta)	-0.4379 / -0.4479	Eh
frontier orbital gap (alpha / beta)	0.2634 / 0.3015	Ha
net charge	+1

These are the Löwdin partial charges, in e, on atoms 1 to 5:
1 C -0.42
2 C -0.12
3 C -0.16
4 N 0.14
5 N 0.18

***

Run two
Density functional theory data (ωB97M-V/def2-TZVPD) for a cluster of 3 separate species, C3H9N4 in total.

Cartesian coordinates (Å):
C1 1.86691 -0.75054 0.04653
C2 0.45408 0.73799 -0.12185
C3 -0.27367 -0.50031 -0.70920
N1 1.72256 0.58308 0.08809
N2 0.79460 -1.48997 -0.41280
N3 -0.24440 1.86194 -0.27635
N4 -1.55778 -0.52835 -0.26038
H1 2.79936 -1.19639 0.16045
H2 -0.38399 0.89968 1.84055
H3 -0.18753 -0.46684 -1.78860
H4 0.68702 -2.51264 -0.23897
H5 0.17547 2.72350 -0.36647
H6 -1.21591 1.66534 -0.33382
H7 -2.26698 -0.90068 -0.88059
H8 -0.67425 0.79738 2.62829
H9 -1.69549 -0.92320 0.62511

Results
HOMO	-0.5403	Eh
frontier orbital gap	0.3620	Ha
net charge	+1

These are the Löwdin partial charges, in e, on atoms 1 to 5:
1 C -0.02
2 C -0.38
3 C -0.32
4 N 0.18
5 N 0.13

***

Run three
Density functional theory data (ωB97M-V/def2-TZVPD) for the ion C3H9N4 with charge +1.

Cartesian coordinates (Å):
C1 1.02287 -0.77510 2.52306
N1 0.13920 -0.29478 1.47667
N2 0.09552 -1.07674 0.31603
C2 0.11593 -0.83729 -0.95625
N3 0.25317 0.25887 -1.57525
C3 -0.26630 1.25866 -2.14518
N4 -1.61656 1.72693 -1.80932
H1 1.89429 -1.34148 2.23054
H2 1.29832 0.11690 3.10375
H3 0.47296 -1.55946 3.07309
H4 0.39476 0.70320 1.31387
H5 0.03552 -2.04885 0.62896
H6 0.02923 -1.70228 -1.72885
H7 0.24948 1.84421 -2.90770
H8 -2.33237 1.01454 -1.64481
H9 -1.78600 2.71267 -1.89863

Results
structure (SMILES)	CNN/C=N/C=[NH2+]
HOMO	-0.4904	Eh
frontier orbital gap	0.3538	Ha
net charge	+1

These are the Löwdin partial charges, in e, on atoms 1 to 5:
1 C -0.09
2 N -0.07
3 N 0.05
4 C -0.15
5 N 0.11

***

It is run one that is the least stable of them.